1.
The following is a quantum chemistry calculation of a 6-piece molecular cluster, C20H22N6O4 overall at a distorted geometry, from the OMol25 dataset.

Properties
E_HOMO = -9.651 eV
SMILES = O=[N+]([O-])c1ccccc1.O=[N+]([O-])c1ccccc1.CC#N.CC#N.CC#N.CC#N
Energy = -38219.13682 eV
Strongest force on any atom = 0.09198 hartree/bohr
Energy above the lowest of the compared OMol25 structures with the same formula, charge and spin = 260.8 kcal per mole

Atoms and positions in Å:
C 0.972 1.287 -1.691
C 1.139 0.836 -0.282
N 1.223 0.510 0.801
H 1.674 2.066 -1.985
H -0.024 1.711 -1.815
H 1.099 0.473 -2.404
C 1.986 5.077 -3.865
C 0.790 5.547 -3.143
N -0.131 6.008 -2.587
H 2.495 4.410 -3.169
H 2.726 5.861 -4.022
H 1.748 4.588 -4.810
C -1.362 -1.266 3.378
C -1.382 -0.589 4.734
N -1.414 -0.022 5.718
H -1.034 -2.305 3.345
H -0.798 -0.795 2.572
H -2.410 -1.243 3.079
C 1.474 1.311 -7.412
C 1.063 1.460 -6.028
N 0.843 1.565 -4.930
H 1.245 0.304 -7.761
H 2.521 1.606 -7.485
H 0.908 2.025 -8.010
C -6.957 0.639 0.289
C -5.913 1.180 1.033
C -4.647 0.900 0.657
C -4.378 0.251 -0.557
C -5.416 -0.234 -1.282
C -6.749 -0.125 -0.874
N -2.927 0.090 -1.094
O -2.012 0.292 -0.310
O -2.818 -0.273 -2.280
H -7.974 0.645 0.652
H -6.154 1.780 1.898
H -3.808 1.337 1.179
H -5.213 -0.895 -2.111
H -7.447 -0.606 -1.544
C 3.531 -1.453 3.553
C 4.308 -1.810 4.686
C 4.767 -3.134 4.721
C 4.305 -4.126 3.766
C 3.590 -3.655 2.693
C 3.188 -2.380 2.511
N 4.665 -5.560 3.975
O 5.278 -5.878 5.033
O 4.259 -6.324 3.145
H 3.347 -0.395 3.438
H 4.554 -1.033 5.396
H 5.314 -3.437 5.602
H 3.301 -4.325 1.897
H 2.659 -1.899 1.701

***

2.
The following is a quantum chemistry calculation of C20H23B2F4N5O12SeW as an isolated structure, from the OMol25 dataset.

Properties
E_HOMO (alpha / beta) = -15.211 / -15.209 eV
Energy = -132515.12100 eV
Net charge = +2
Strongest force on any atom = 0.01899 hartree/bohr
Energy above the lowest of the compared OMol25 structures with the same formula, charge and spin = 30.8 kcal per mole

Atoms and positions in Å:
W 0.239 -0.356 -0.199
C -2.801 0.003 -3.497
C -1.607 -0.088 -2.629
N -1.643 -0.177 -1.348
O -2.855 -0.286 -0.770
B -3.048 -1.735 -0.302
F -4.324 -1.856 0.091
F -2.577 -2.572 -1.298
O -2.183 -1.896 0.932
N -0.865 -1.975 0.661
C -0.309 -3.105 0.973
C -1.021 -4.215 1.625
C 1.074 -3.262 0.503
N 1.372 -2.362 -0.369
O 2.519 -2.571 -1.006
B 2.882 -1.883 -2.293
F 3.266 -2.827 -3.165
F 3.926 -0.940 -2.109
O 1.706 -1.169 -2.915
N 0.587 -0.737 -2.343
C -0.260 -0.260 -3.198
C 0.074 -0.105 -4.627
C 1.941 -4.413 0.836
H -3.706 -0.208 -2.938
H -2.862 1.008 -3.924
H -2.699 -0.695 -4.329
H -1.986 -3.901 2.002
H -1.164 -5.009 0.883
H -0.403 -4.627 2.423
H 0.982 0.498 -4.710
H 0.317 -1.080 -5.059
H -0.738 0.353 -5.183
H 1.741 -4.765 1.845
H 1.753 -5.235 0.139
H 2.987 -4.131 0.731
C -3.104 1.221 2.137
C -1.884 1.374 1.307
O -1.222 0.328 1.107
C -1.402 2.641 0.812
C -1.959 3.832 1.266
C -1.376 5.040 0.909
C -0.246 5.059 0.117
C 0.339 3.881 -0.353
C -0.250 2.653 -0.010
O 0.278 1.507 -0.488
H -3.472 0.203 2.024
H -3.873 1.941 1.871
H -2.835 1.373 3.187
H -2.826 3.824 1.908
H -1.802 5.972 1.254
H 0.206 6.005 -0.157
H 1.745 4.764 -1.301
O 0.398 -1.562 3.124
C 0.960 -0.516 2.983
C 1.582 0.354 4.045
C 2.318 1.436 3.271
C 1.998 1.142 1.830
O 2.511 1.865 0.937
N 1.171 0.081 1.690
H 2.226 -0.258 4.673
H 0.780 0.734 4.679
H 3.403 1.395 3.376
H 2.015 2.456 3.505
O 2.564 1.743 -2.239
Se 3.166 1.120 -0.932
O 4.638 1.267 -0.423
O 2.207 -0.167 -0.426
O 1.433 3.868 -1.114

***

3.
The following is a quantum chemistry calculation of C20H23BInN4O2S6 as an isolated structure at a distorted geometry, from the OMol25 dataset.

Properties
E_HOMO = -4.610 eV
Energy = -102035.50506 eV
Net charge = -1
Strongest force on any atom = 0.03049 hartree/bohr
Energy above the lowest of the compared OMol25 structures with the same formula, charge and spin = 3.9 kcal per mole

Atoms and positions in Å:
In -1.389 -1.440 -0.872
O -2.169 0.026 3.035
C -2.222 -0.482 1.935
N -1.257 -1.210 1.318
C -0.118 -1.527 1.964
O 0.157 -1.384 3.139
C 0.910 -2.171 1.057
C 2.046 -2.721 1.644
C 3.018 -3.270 0.831
C 2.828 -3.242 -0.542
C 1.666 -2.682 -1.048
N 0.739 -2.163 -0.258
C -3.463 -0.327 1.097
C -4.484 0.509 1.531
C -5.607 0.655 0.736
C -5.683 -0.048 -0.457
C -4.619 -0.864 -0.805
N -3.548 -0.997 -0.045
H 2.124 -2.699 2.720
H 3.907 -3.715 1.251
H 3.562 -3.655 -1.214
H 1.468 -2.648 -2.115
H -4.365 1.038 2.466
H -6.410 1.314 1.036
H -6.538 0.040 -1.111
H -4.623 -1.435 -1.727
C 3.472 1.131 2.327
C 2.197 1.954 2.359
S 0.915 1.374 1.174
C 0.829 2.786 0.039
C 1.930 2.809 -0.998
S 1.898 1.296 -2.028
C 3.575 0.629 -1.719
C 3.786 0.099 -0.310
S 4.486 1.359 0.828
H 3.248 0.069 2.417
H 4.120 1.435 3.151
H 2.401 3.002 2.140
H 1.742 1.861 3.347
H 0.829 3.700 0.633
H -0.140 2.686 -0.445
H 2.920 2.879 -0.550
H 1.773 3.657 -1.668
H 4.299 1.405 -1.967
H 3.667 -0.190 -2.433
H 4.488 -0.738 -0.315
H 2.838 -0.227 0.112
S -1.337 -4.342 -4.430
C -1.429 -3.278 -3.182
S -2.192 -3.712 -1.677
S -0.776 -1.684 -3.323
B -2.819 2.990 -1.623
C -2.072 1.671 -1.365
N -1.565 0.669 -1.065
H -3.878 2.646 -2.080
H -2.192 3.674 -2.381
H -2.943 3.488 -0.535

***

4.
The following is a quantum chemistry calculation of C20H23ClGeI2N2O3PdS as an isolated structure, from the OMol25 dataset.

Properties
E_HOMO (alpha / beta) = -4.096 / -4.451 eV
Energy = -129789.61113 eV
Net charge = -1
Strongest force on any atom = 0.01319 hartree/bohr
2S+1 = 2
Energy above the lowest of the compared OMol25 structures with the same formula, charge and spin = 88.7 kcal per mole

Atoms and positions in Å:
Pd -0.538 -0.075 0.259
I 1.754 -7.184 -2.253
C 1.218 -5.503 -1.128
C 2.066 -5.035 -0.133
C 1.699 -3.918 0.590
I 2.982 -3.183 2.065
C 0.494 -3.184 0.363
O 0.236 -2.120 1.008
C -0.351 -3.729 -0.661
C -1.657 -3.049 -0.975
N -1.450 -1.717 -1.534
C -0.512 -1.604 -2.631
C 0.912 -1.408 -2.156
C 1.958 -2.109 -2.741
C 3.248 -1.903 -2.287
C 3.460 -0.994 -1.268
C 2.368 -0.332 -0.730
N 1.123 -0.531 -1.168
C 0.016 -4.857 -1.374
H 3.004 -5.532 0.075
H -2.242 -2.922 -0.060
H -2.228 -3.694 -1.660
H -2.319 -1.247 -1.737
H -0.791 -0.725 -3.218
H -0.534 -2.470 -3.306
H 1.745 -2.841 -3.509
H 4.072 -2.465 -2.709
H 4.446 -0.818 -0.860
H 2.466 0.357 0.101
H -0.649 -5.230 -2.146
S -1.830 2.908 -0.541
C -1.314 1.464 -0.664
Cl 3.444 2.439 2.143
C 1.919 2.472 3.089
C 0.697 1.837 2.404
O -0.391 2.216 2.839
O 0.947 0.972 1.519
H 1.698 3.508 3.321
H 2.108 1.929 4.013
C -2.772 0.634 4.474
Ge -3.246 0.859 2.586
C -3.589 2.758 2.293
C -4.984 -0.052 2.340
C -2.029 -0.170 1.500
H -3.595 0.956 5.116
H -1.886 1.232 4.685
H -2.550 -0.412 4.687
H -4.321 3.076 3.039
H -4.002 2.954 1.304
H -2.667 3.319 2.428
H -5.715 0.307 3.068
H -4.868 -1.129 2.468
H -5.371 0.134 1.337
H -1.829 -1.136 1.982

***

5.
The following is a quantum chemistry calculation of C20H23ClN4O10P2RuS as an isolated structure, from the OMol25 dataset.

Properties
E_HOMO (alpha / beta) = -3.416 / -4.777 eV
Energy = -92073.39557 eV
Net charge = -1
Strongest force on any atom = 0.00838 hartree/bohr
2S+1 = 6
Energy above the lowest of the compared OMol25 structures with the same formula, charge and spin = 11.1 kcal per mole

Atoms and positions in Å:
Ru 0.179 -0.434 -0.021
N 2.824 -1.761 3.440
C 1.824 -0.820 3.985
C 1.908 -0.627 5.498
P 0.132 -1.344 3.462
O -0.026 -2.764 4.233
O -0.825 -0.338 4.035
O 0.141 -1.606 1.993
P 2.130 0.780 3.132
O 0.752 1.555 3.194
O 3.275 1.540 3.643
O 2.297 0.293 1.603
H 2.507 -2.718 3.541
H 3.701 -1.662 3.939
H 2.739 -0.574 1.631
H 1.751 -1.581 6.005
H 1.151 0.080 5.840
H 2.892 -0.236 5.762
H -0.778 -2.714 4.831
H 0.023 0.954 3.525
C -2.707 1.967 2.818
N -2.464 2.295 1.428
C -2.352 3.577 0.923
C -2.125 3.481 -0.392
N -2.102 2.125 -0.701
C -2.301 1.384 0.436
S -2.399 -0.289 0.572
C -1.805 1.630 -1.990
C -2.414 2.228 -3.084
C -2.049 1.807 -4.354
C -1.099 0.811 -4.475
C -0.567 0.262 -3.319
N -0.918 0.652 -2.098
H -3.753 2.146 3.075
H -2.067 2.583 3.448
H -2.466 0.920 2.985
H -2.402 4.441 1.561
H -1.909 4.232 -1.130
H -3.161 2.995 -2.930
H -2.506 2.249 -5.229
H -0.766 0.447 -5.437
H 0.182 -0.522 -3.373
O 2.652 1.795 -2.836
C 2.315 1.190 -1.863
O 2.175 0.071 -1.399
C 1.692 2.470 -0.446
O 2.480 3.356 -0.349
O 0.626 2.032 -0.053
Cl -2.363 -2.946 -2.081
C -0.880 -2.828 -2.990
C -0.973 -2.872 -4.371
C 0.167 -2.758 -5.152
C 1.396 -2.612 -4.517
C 1.477 -2.574 -3.139
C 0.341 -2.665 -2.301
C 0.452 -2.516 -0.863
H -1.947 -2.991 -4.828
H 0.097 -2.789 -6.232
H 2.301 -2.523 -5.107
H 2.440 -2.432 -2.659
H 1.439 -2.810 -0.505
H -0.334 -3.038 -0.317